# 1
Formula: C48H51BaF3GeN10O6SSe
Source: the Open Molecules 2025 dataset
Level of theory: wB97M-V/def2-TZVPD

**Gap between HOMO and LUMO (alpha / beta)**: 2.6053 / 2.6681 eV
**Net charge**: -2
**Energy**: -219331.9701 eV

Geometry (Å):
Ba -1.45 1.36 -0.75
Se -7.68 -2.30 3.41
N -7.57 -1.18 1.98
C -6.28 -1.03 1.69
C -5.81 -0.20 0.63
C -6.67 0.47 -0.23
C -6.16 1.25 -1.25
C -4.77 1.38 -1.36
N -3.92 0.78 -0.57
C -4.39 -0.06 0.41
C -3.48 -0.79 1.18
N -2.13 -0.69 0.91
C -1.30 -1.42 1.61
C -1.67 -2.29 2.64
C -3.02 -2.39 2.96
C -3.95 -1.66 2.24
C -5.35 -1.74 2.51
N -5.87 -2.47 3.49
H -7.74 0.35 -0.08
H -6.81 1.76 -1.95
H -4.36 2.00 -2.13
H -0.25 -1.33 1.34
H -0.92 -2.86 3.16
H -3.37 -3.04 3.75
C -1.90 -0.78 -4.60
C -0.98 -0.79 -3.41
N -1.51 -0.96 -2.22
O -2.88 -1.36 -2.26
C 0.41 -0.74 -3.59
C 1.02 -0.35 -4.91
N 1.30 -1.14 -2.65
O 2.52 -1.40 -3.05
H -2.81 -0.24 -4.32
H -2.18 -1.81 -4.82
H -1.47 -0.33 -5.48
H -3.14 -1.31 -1.33
H 1.10 -1.20 -5.59
H 2.03 0.02 -4.74
H 0.45 0.44 -5.39
C 1.64 -0.49 3.07
N 1.07 0.79 2.70
C 2.07 1.58 2.01
C 0.52 1.47 3.86
C -0.48 2.59 3.54
N -1.71 2.15 2.91
C -2.47 1.25 3.75
C -2.52 3.31 2.57
H 2.53 -0.39 3.72
H 1.94 -1.02 2.16
H 0.90 -1.10 3.59
H 2.97 1.74 2.64
H 1.65 2.55 1.75
H 2.35 1.07 1.09
H 1.33 1.93 4.47
H 0.03 0.73 4.49
H -0.01 3.33 2.89
H -0.70 3.09 4.51
H -2.61 1.66 4.77
H -1.97 0.29 3.81
H -3.45 1.09 3.31
H -2.80 3.90 3.46
H -3.42 2.98 2.07
H -1.98 3.96 1.89
F -1.46 5.34 -3.97
C -1.08 4.89 -2.76
F 0.20 4.51 -2.90
F -1.09 5.96 -1.95
S -2.27 3.56 -2.14
O -2.07 3.60 -0.71
O -3.51 4.08 -2.62
O -1.78 2.36 -2.76
C 1.08 -1.40 -1.37
Ge 2.52 -2.60 -0.88
C 2.25 -4.14 -2.12
C 0.96 -4.32 -2.61
C 0.67 -5.33 -3.51
C 1.68 -6.17 -3.95
C 2.96 -6.01 -3.46
C 3.24 -5.01 -2.54
C 2.23 -3.54 0.88
C 0.98 -4.07 1.17
C 0.78 -4.89 2.26
C 1.83 -5.20 3.09
C 3.09 -4.68 2.83
C 3.28 -3.87 1.73
C 4.38 -1.88 -0.78
C 4.76 -1.09 0.30
C 6.04 -0.58 0.39
C 6.96 -0.85 -0.61
C 6.58 -1.59 -1.71
C 5.30 -2.09 -1.80
H 0.09 -1.33 -0.95
H 0.17 -3.65 -2.29
H -0.34 -5.45 -3.88
H 1.46 -6.94 -4.68
H 3.76 -6.66 -3.81
H 4.24 -4.90 -2.15
H 0.15 -3.83 0.52
H -0.20 -5.30 2.45
H 1.68 -5.86 3.95
H 3.92 -4.93 3.48
H 4.27 -3.48 1.52
H 4.04 -0.88 1.07
H 6.32 0.04 1.24
H 7.97 -0.47 -0.52
H 7.30 -1.77 -2.51
H 4.97 -2.63 -2.67
N -0.67 6.82 1.18
C 0.66 6.95 0.79
O 1.26 8.01 1.02
C 1.28 5.79 0.18
C 2.55 5.91 -0.44
C 3.10 4.82 -1.06
C 2.39 3.61 -1.06
N 1.21 3.47 -0.46
C 0.68 4.52 0.13
H -1.09 7.69 1.45
H -1.26 6.21 0.64
H 3.04 6.87 -0.41
H 4.06 4.89 -1.55
H 2.78 2.73 -1.55
H -0.26 4.35 0.62



# 2
Formula: C4H5CuO2
Source: the Open Molecules 2025 dataset
Level of theory: wB97M-V/def2-TZVPD

**Expectation value of S²**: 2.0332
**Gap between HOMO and LUMO (alpha / beta)**: 10.1982 / 4.9129 eV
**Energy above the lowest of the compared OMol25 structures with the same formula, charge and spin**: 0.513 eV
**Net charge**: +2
**Spin multiplicity**: 3
**Energy**: -52938.2878 eV

Geometry (Å):
C -2.40 -0.34 0.22
C -1.27 -1.25 -0.21
C -0.01 -0.97 -0.10
C 1.33 -0.62 -0.02
O 1.94 -0.15 -1.01
Cu 3.36 -0.22 -1.86
H -2.47 -0.30 1.31
H -3.33 -0.77 -0.18
H -1.50 -2.32 -0.36
H 1.85 -0.76 0.94
O -2.14 0.93 -0.33
H -2.94 1.47 -0.28



# 3
Formula: C9H21N3O3Sn
Source: the Open Molecules 2025 dataset
Level of theory: wB97M-V/def2-TZVPD

**Expectation value of S²**: 0.7726
**Gap between HOMO and LUMO (alpha / beta)**: 6.0637 / 3.6098 eV
**Net charge**: +3
**Spin multiplicity**: 2
**Energy**: -26085.6165 eV

Geometry (Å):
Sn -0.09 2.72 -0.92
C -1.24 0.32 3.70
C -1.46 1.43 2.59
O -0.98 1.39 1.48
N -2.05 2.55 3.16
C -2.28 3.80 2.42
H -0.69 -0.52 3.29
H -2.15 0.04 4.23
H -0.51 0.75 4.39
H -2.41 2.57 4.10
H -3.29 3.96 2.05
H -1.62 3.74 1.55
H -1.84 4.62 2.99
C 0.26 -2.07 -2.92
C -0.67 -1.03 -2.23
O -0.08 0.02 -1.94
N -1.96 -1.16 -1.93
C -2.71 -2.13 -2.75
H 0.86 -1.66 -3.74
H -0.26 -2.86 -3.46
H 1.02 -2.40 -2.21
H -2.44 -0.56 -1.27
H -2.35 -2.03 -3.77
H -3.76 -1.83 -2.75
H -2.36 -3.16 -2.64
C 2.34 -0.21 1.46
C 2.68 0.04 0.06
O 2.37 1.10 -0.50
N 3.29 -0.96 -0.57
C 3.55 -0.93 -2.02
H 1.29 -0.50 1.52
H 2.49 0.68 2.08
H 3.04 -0.87 1.97
H 3.32 -1.88 -0.17
H 2.62 -0.62 -2.50
H 3.59 -1.97 -2.34
H 4.44 -0.41 -2.39



# 4
Formula: C4H7NO
Source: the Open Molecules 2025 dataset
Level of theory: wB97M-V/def2-TZVPD

**SMILES string**: C[C@H]1CN1C=O
**Gap between HOMO and LUMO**: 10.8725 eV
**Energy above the lowest of the compared OMol25 structures with the same formula, charge and spin**: 2.213 eV
**Energy**: -7797.4309 eV

Geometry (Å):
C -1.71 -0.24 0.55
C -0.31 -0.35 0.00
C 0.22 0.15 -1.30
N 0.57 0.81 -0.03
C 1.90 0.56 0.52
O 2.96 1.05 0.24
H -1.71 -0.18 1.64
H -2.26 -1.14 0.25
H -2.24 0.63 0.18
H 0.27 -1.31 0.36
H 1.00 -0.47 -1.75
H -0.37 0.74 -1.99
H 1.69 -0.26 1.33



# 5
Formula: C15H27BN2O6P
Source: the Open Molecules 2025 dataset
Level of theory: wB97M-V/def2-TZVPD

**Gap between HOMO and LUMO**: 5.7734 eV
**Net charge**: -1
**Energy**: -41225.2794 eV

Geometry (Å):
C -4.27 3.66 0.25
C -4.63 2.73 -0.89
O -5.54 1.72 -0.47
C -3.39 2.08 -1.52
O -2.81 1.14 -0.69
B -1.67 1.47 0.12
O -0.50 0.59 -0.20
C 0.26 0.62 0.98
C 1.35 -0.44 0.99
C 2.76 0.10 0.74
C 2.91 0.96 -0.52
C 2.37 0.36 -1.82
N 3.44 -0.32 -2.57
C -0.81 0.49 2.08
P -0.36 1.34 3.62
N 0.90 0.88 4.43
O -1.93 1.16 1.58
H -5.18 4.04 0.72
H -3.66 3.12 0.99
H -3.68 4.50 -0.11
H -5.15 3.29 -1.68
H -5.45 1.61 0.49
H -2.67 2.89 -1.75
H -3.68 1.62 -2.48
H -1.33 2.67 -0.01
H 0.71 1.63 1.09
H 1.08 -1.18 0.23
H 1.36 -0.97 1.95
H 3.06 0.68 1.61
H 3.46 -0.74 0.68
H 2.46 1.94 -0.36
H 3.99 1.14 -0.67
H 1.61 -0.39 -1.60
H 1.85 1.13 -2.41
H 3.06 -0.74 -3.41
H 4.13 0.36 -2.89
H -1.02 -0.57 2.27
H -1.59 1.26 4.31
H -0.43 2.68 3.17
H 1.60 1.60 4.56
C 2.24 -3.63 -1.97
C 2.61 -3.35 -0.72
C 1.86 -3.88 0.45
O 2.19 -3.63 1.58
C 0.66 -4.72 0.17
C 0.29 -5.00 -1.08
C 1.06 -4.49 -2.24
O 0.74 -4.77 -3.38
H 2.76 -3.25 -2.83
H 3.46 -2.72 -0.50
H 0.11 -5.06 1.03
H -0.58 -5.59 -1.32



# 6
Formula: C5H7Cl
Source: the Open Molecules 2025 dataset
Level of theory: wB97M-V/def2-TZVPD

**SMILES string**: C=C(C)C(=C)Cl
**Gap between HOMO and LUMO**: 9.7333 eV
**Energy above the lowest of the compared OMol25 structures with the same formula, charge and spin**: 1.764 eV
**Energy**: -17818.7141 eV

Geometry (Å):
C -1.10 0.65 -0.05
C 0.06 -0.19 -0.03
C 0.08 -1.67 -0.11
C 1.38 0.42 0.21
C 1.71 1.08 1.31
Cl 2.55 -0.18 -0.94
H -1.97 0.27 -0.29
H -0.94 1.71 0.00
H -0.05 -1.95 -1.24
H -0.88 -2.03 0.39
H 1.05 -1.95 0.33
H 2.76 1.50 1.57
H 1.10 1.12 2.20